(1)
ORCA calculation (ωB97M-V/def2-TZVPD) on a 3-piece molecular cluster, C6H18O2 overall at a distorted geometry.

## Properties
M, u: 122.2
SMILES string: CCC(C)CC.O.O
Energy above the lowest of the compared OMol25 structures with the same formula, charge and spin, eV: 1.198
HOMO-LUMO gap, eV: 11.069
LUMO energy, eV: 0.6

Last column: Löwdin charge in e.
Cartesian coordinates (Å):
O (-0.15, -1.18, -2.15)  -0.12
O (-2.62, -0.23, -1.65)  -0.06
C (-0.50, -0.33, 1.48)  -0.23
C (-0.88, -1.83, 1.38)  -0.11
C (1.97, 0.57, 1.79)  -0.06
C (0.80, 0.19, 0.80)  -0.39
C (0.44, 1.43, -0.07)  -0.27
C (1.50, 1.76, -1.06)  -0.12
H (-2.49, 0.58, -1.13)  0.05
H (1.25, 1.47, -2.12)  0.08
H (2.43, 1.20, -0.85)  0.07
H (-2.45, -0.83, -0.89)  0.05
H (1.16, -0.66, 0.17)  0.13
H (-0.74, -2.32, 0.42)  0.04
H (-1.86, -2.13, 1.70)  0.06
H (-1.05, -0.73, -2.28)  0.02
H (1.88, 1.64, 2.11)  0.09
H (-0.61, 1.33, -0.40)  0.07
H (0.34, 2.21, 0.74)  0.12
H (-0.22, -2.38, 2.09)  0.08
H (-1.45, 0.20, 1.25)  0.10
H (1.82, -0.28, 2.48)  0.08
H (2.97, 0.52, 1.37)  0.06
H (1.76, 2.91, -1.10)  0.10
H (-0.37, -1.97, -1.58)  0.04
H (-0.21, -0.18, 2.52)  0.09

(2)
ORCA calculation (ωB97M-V/def2-TZVPD) on a 3-piece molecular cluster, C6H18O2 overall at a distorted geometry.

## Properties
Charge: +1
M, u: 122.2
Energy above the lowest of the compared OMol25 structures with the same formula, charge and spin, eV: 0.317
HOMO-LUMO gap (alpha / beta), eV: 11.930 / 4.708
LUMO energy (alpha / beta), eV: -2.7 / -9.9
Multiplicity: 2

Last column: Löwdin charge in e.
Cartesian coordinates (Å):
O (-1.42, -1.12, -2.67)  -0.05
O (1.88, -0.11, -2.78)  -0.04
C (0.05, 0.25, 1.08)  -0.33
C (-1.39, 1.37, -0.70)  -0.07
C (0.10, -0.18, 2.50)  -0.15
C (-0.97, 1.34, 0.76)  -0.13
C (-0.02, -1.77, 2.58)  0.02
C (1.41, 0.50, 0.41)  -0.01
H (-0.24, -0.71, 0.49)  0.23
H (-0.49, -2.17, 1.68)  0.08
H (-1.86, 1.32, 1.40)  0.14
H (-0.70, -2.06, 3.38)  0.10
H (-1.34, -1.99, -3.08)  0.05
H (1.69, 0.06, -1.85)  -0.03
H (-0.53, -0.74, -2.73)  0.00
H (0.93, 0.29, 3.03)  0.13
H (-0.43, 2.28, 0.95)  0.17
H (-2.26, 0.76, -0.94)  0.09
H (-1.66, 2.40, -0.93)  0.10
H (-0.72, 1.02, -1.48)  0.06
H (1.01, -2.10, 2.63)  0.11
H (1.35, 1.15, -0.45)  0.09
H (2.71, 0.37, -2.91)  0.06
H (1.97, 1.02, 1.21)  0.12
H (-0.78, 0.13, 3.06)  0.13
H (2.10, -0.31, 0.16)  0.12

(3)
ORCA calculation (ωB97M-V/def2-TZVPD) on a 3-piece molecular cluster, C6H18O3 overall at a distorted geometry.

## Properties
M, u: 138.2
SMILES string: CCO.CCO.CCO
Energy above the lowest of the compared OMol25 structures with the same formula, charge and spin, eV: 2.009
HOMO-LUMO gap, eV: 10.535
LUMO energy, eV: 0.6

Last column: Löwdin charge in e.
Cartesian coordinates (Å):
O (-1.33, 14.59, 16.36)  -0.12
O (1.28, 17.23, 18.64)  -0.06
O (-5.85, 13.23, 17.04)  -0.06
C (0.00, 12.95, 17.58)  -0.08
C (0.40, 16.47, 17.81)  -0.34
C (-4.69, 13.85, 16.51)  -0.34
C (0.66, 16.38, 16.41)  -0.13
C (-0.45, 13.49, 16.23)  -0.30
C (-4.26, 13.21, 15.20)  -0.08
H (0.70, 13.64, 18.05)  0.06
H (1.63, 15.99, 16.10)  0.08
H (0.50, 15.45, 18.17)  0.08
H (-0.87, 12.66, 15.66)  0.11
H (-2.11, 14.34, 16.87)  0.06
H (0.51, 12.00, 17.46)  0.08
H (-0.09, 15.87, 15.80)  0.06
H (-4.16, 12.13, 15.14)  0.08
H (-5.53, 12.32, 17.11)  0.08
H (0.81, 17.36, 15.96)  0.09
H (2.18, 16.93, 18.48)  0.08
H (-4.82, 14.92, 16.37)  0.13
H (-0.79, 12.69, 18.28)  0.08
H (-0.58, 16.88, 18.03)  0.13
H (0.48, 13.75, 15.74)  0.11
H (-3.26, 13.62, 15.12)  0.05
H (-5.02, 13.59, 14.52)  0.08
H (-3.85, 13.73, 17.18)  0.08

(4)
ORCA calculation (ωB97M-V/def2-TZVPD) on C6H18O3S3Sn as an isolated structure at a distorted geometry.

## Properties
Charge: +2
M, u: 353.1
Energy above the lowest of the compared OMol25 structures with the same formula, charge and spin, eV: 0.770
HOMO-LUMO gap, eV: 6.156
LUMO energy, eV: -9.5

Last column: Löwdin charge in e.
Cartesian coordinates (Å):
Sn (19.09, -18.75, 43.58)  1.69
S (21.55, -15.79, 42.02)  0.91
S (17.74, -15.15, 45.01)  0.93
S (17.69, -19.09, 47.44)  0.89
O (20.17, -16.39, 42.34)  -0.74
O (18.47, -16.48, 45.10)  -0.70
O (18.64, -19.51, 46.31)  -0.72
C (16.01, -19.58, 46.92)  -0.24
C (16.01, -15.46, 45.43)  -0.24
C (22.88, -17.05, 42.06)  -0.24
C (21.46, -15.63, 40.19)  -0.21
C (17.75, -20.40, 48.75)  -0.21
C (17.43, -14.81, 43.24)  -0.24
H (22.42, -15.36, 39.76)  0.07
H (23.78, -16.55, 41.70)  0.07
H (15.40, -14.59, 45.16)  0.07
H (15.41, -19.74, 47.81)  0.07
H (15.59, -18.91, 46.18)  0.04
H (16.09, -20.54, 46.40)  0.07
H (16.96, -13.82, 43.19)  0.07
H (17.59, -21.38, 48.30)  0.07
H (18.38, -14.72, 42.71)  0.03
H (16.75, -15.48, 42.72)  0.07
H (18.79, -20.45, 49.08)  0.06
H (21.00, -16.54, 39.83)  0.06
H (22.72, -17.88, 41.37)  0.06
H (17.06, -20.15, 49.55)  0.07
H (20.81, -14.78, 39.98)  0.06
H (15.91, -15.76, 46.47)  0.06
H (15.56, -16.22, 44.79)  0.06
H (23.00, -17.49, 43.04)  0.06

(5)
ORCA calculation (ωB97M-V/def2-TZVPD) on a 2-piece molecular cluster, C6H18O3Si2 overall at a distorted geometry.

## Properties
M, u: 194.4
Energy above the lowest of the compared OMol25 structures with the same formula, charge and spin, eV: 2.449
HOMO-LUMO gap (alpha / beta), eV: 5.949 / 7.486
LUMO energy (alpha / beta), eV: -0.6 / -0.2

Last column: Löwdin charge in e.
Cartesian coordinates (Å):
Si (0.89, 1.31, -0.08)  0.81
Si (-3.65, -0.73, -0.47)  0.32
O (-2.88, 0.68, -0.59)  -0.22
O (-5.34, -0.80, -0.53)  -0.14
O (-3.08, -1.08, 0.98)  -0.16
C (2.39, -1.04, 0.20)  -0.14
C (0.42, -1.16, 1.64)  -0.10
C (1.10, 1.56, -2.06)  -0.19
C (0.17, -1.45, -0.84)  -0.09
C (1.72, 2.67, 0.91)  -0.28
C (0.93, -0.62, 0.24)  -0.65
H (2.91, 2.52, 0.71)  0.07
H (0.12, -2.48, -0.54)  0.07
H (0.76, -1.29, -1.80)  0.09
H (-0.87, -1.14, -0.93)  0.03
H (-3.57, -1.05, 1.81)  0.07
H (2.92, -0.91, -0.72)  0.07
H (2.96, -0.59, 1.00)  0.08
H (0.39, -2.25, 1.56)  0.07
H (1.50, 3.75, 0.62)  0.04
H (-2.03, 0.99, -0.09)  0.06
H (1.66, 2.49, 1.97)  -0.01
H (2.34, -2.09, 0.29)  0.07
H (1.66, 2.44, -2.49)  0.04
H (-5.77, 0.00, -0.61)  -0.01
H (0.15, 1.51, -2.53)  -0.01
H (1.57, 0.63, -2.21)  -0.04
H (-0.53, -0.82, 2.07)  0.06
H (1.15, -1.04, 2.51)  0.09

(6)
ORCA calculation (ωB97M-V/def2-TZVPD) on a 3-piece molecular cluster, C6H18O6 overall at a distorted geometry.

## Properties
M, u: 186.2
SMILES string: OCCO.OCCO.OCCO
Energy above the lowest of the compared OMol25 structures with the same formula, charge and spin, eV: 3.633
HOMO-LUMO gap, eV: 10.315
LUMO energy, eV: 0.4

Last column: Löwdin charge in e.
Cartesian coordinates (Å):
O (-2.73, -2.88, -0.22)  -0.09
O (-3.57, -3.44, 2.35)  -0.10
O (-2.29, 2.89, -0.04)  -0.05
O (-1.18, 3.15, -2.51)  -0.04
O (5.43, 1.40, 1.27)  -0.04
O (4.23, -1.81, -0.27)  -0.05
C (-3.02, 2.79, -1.25)  -0.26
C (5.48, 0.19, 0.55)  -0.27
C (-2.45, 3.61, -2.39)  -0.31
C (-1.85, -2.89, 0.94)  -0.20
C (4.33, -0.76, 0.63)  -0.30
C (-2.58, -2.45, 2.25)  -0.22
H (6.36, -0.37, 0.87)  0.12
H (-1.40, 2.73, -0.36)  0.07
H (-4.06, 3.09, -1.12)  0.12
H (-0.93, 3.46, -3.38)  0.10
H (4.71, 1.95, 0.97)  0.09
H (-2.24, -3.44, -0.83)  0.08
H (5.57, 0.31, -0.53)  0.12
H (-3.00, 3.53, -3.33)  0.12
H (4.07, -1.18, 1.60)  0.12
H (4.98, -2.42, -0.27)  0.09
H (-3.78, -3.46, 1.41)  0.05
H (-2.58, 4.67, -2.14)  0.12
H (-2.16, -2.52, 3.25)  0.12
H (-2.99, 1.76, -1.60)  0.12
H (-3.19, -1.55, 2.17)  0.12
H (-0.99, -2.28, 0.65)  0.11
H (3.46, -0.14, 0.39)  0.12
H (-1.61, -3.95, 0.94)  0.12

(7)
ORCA calculation (ωB97M-V/def2-TZVPD) on C6H18O7PRb as an isolated structure at a distorted geometry.

## Properties
Charge: -2
M, u: 318.6
HOMO-LUMO gap, eV: 1.869
LUMO energy, eV: 3.6

Last column: Löwdin charge in e.
Cartesian coordinates (Å):
Rb (-0.50, -0.40, 0.68)  0.91
P (2.85, -0.47, 0.82)  -0.15
O (1.92, -0.14, 2.05)  -0.61
O (0.36, -3.16, 1.12)  -0.18
O (-0.72, 2.05, 2.40)  -0.11
O (0.79, 1.49, -1.44)  -0.15
O (2.33, -1.79, 0.21)  -0.47
O (2.96, 0.67, -0.20)  -0.45
O (4.27, -0.58, 1.46)  -0.54
C (-1.54, 4.09, 1.50)  -0.08
C (0.83, 0.71, -2.57)  -0.40
C (0.04, -4.08, 0.10)  -0.36
C (-0.53, 0.29, -2.88)  -0.12
C (-1.12, -3.65, -0.71)  -0.12
C (-1.81, 2.90, 2.42)  -0.36
H (-0.87, -2.72, -1.20)  0.05
H (-0.52, 4.48, 1.52)  0.08
H (1.09, -2.62, 0.79)  -0.06
H (-2.29, 4.85, 1.70)  0.06
H (-0.68, -0.68, -3.35)  0.07
H (0.91, -4.04, -0.55)  0.12
H (-1.61, 3.82, 0.44)  0.07
H (-1.43, -4.38, -1.46)  0.07
H (-1.96, -3.37, -0.07)  0.06
H (1.59, 1.19, -1.01)  -0.03
H (-2.03, 3.34, 3.40)  0.10
H (-1.21, 0.30, -2.02)  0.03
H (-0.88, 1.10, -3.53)  0.07
H (-0.28, 2.34, 3.20)  0.10
H (-2.76, 2.37, 2.28)  0.10
H (-0.11, -5.04, 0.58)  0.10
H (1.55, -0.06, -2.28)  0.11
H (1.35, 1.16, -3.42)  0.11

(8)
ORCA calculation (ωB97M-V/def2-TZVPD) on C6H19BNSn as an isolated structure at a distorted geometry.

## Properties
Charge: +1
M, u: 234.7
Energy above the lowest of the compared OMol25 structures with the same formula, charge and spin, eV: 5.936
HOMO-LUMO gap, eV: 4.008
LUMO energy, eV: -8.2

Last column: Löwdin charge in e.
Cartesian coordinates (Å):
Sn (8.22, -27.88, -7.97)  1.36
N (8.54, -23.66, -7.53)  -0.15
C (7.92, -23.66, -5.14)  -0.08
C (8.21, -23.04, -8.83)  -0.25
C (6.90, -23.62, -9.41)  -0.07
C (10.26, -21.80, -7.10)  -0.04
C (9.93, -23.35, -7.21)  -0.24
C (7.58, -23.14, -6.52)  -0.24
B (4.31, -27.01, -6.83)  -0.34
H (11.28, -21.66, -6.73)  0.08
H (6.70, -23.26, -10.42)  0.08
H (7.21, -23.23, -4.43)  0.09
H (10.22, -23.92, -6.33)  0.10
H (7.82, -24.74, -5.03)  0.07
H (7.01, -24.71, -9.46)  0.04
H (10.52, -23.85, -7.98)  0.10
H (6.06, -23.36, -8.77)  0.07
H (4.81, -26.63, -7.71)  -0.10
H (7.61, -22.05, -6.54)  0.12
H (4.48, -28.07, -6.90)  -0.08
H (9.00, -23.38, -9.50)  0.11
H (8.19, -21.96, -8.81)  0.12
H (3.24, -26.84, -6.85)  -0.02
H (9.61, -21.32, -6.37)  0.07
H (4.75, -26.69, -5.90)  -0.08
H (8.92, -23.39, -4.79)  0.07
H (10.19, -21.24, -8.04)  0.07
H (6.55, -23.42, -6.75)  0.12